{"formula": "C12H3BCaCl7F4S", "method": "wB97M-V/def2-TZVPD", "elements": ["Ca", "Cl", "C", "C", "C", "C", "C", "Cl", "C", "S", "H", "H", "H", "Cl", "C", "C", "C", "Cl", "C", "Cl", "C", "Cl", "C", "Cl", "F", "B", "F", "F", "F"], "xyz": [[1.237, 0.486, 0.538], [-0.923, 2.560, -0.025], [-2.316, 1.566, 0.455], [-3.262, 2.234, 1.223], [-4.370, 1.518, 1.724], [-4.517, 0.160, 1.468], [-3.556, -0.521, 0.751], [-3.724, -2.243, 0.532], [-2.388, 0.147, 0.224], [-1.164, -0.721, -0.520], [-3.124, 3.320, 1.391], [-5.145, 2.097, 2.260], [-5.331, -0.451, 1.773], [2.811, -1.736, 0.884], [2.729, -1.557, -0.951], [1.747, -0.797, -1.565], [1.545, -0.630, -2.946], [0.471, 0.504, -3.591], [2.439, -1.408, -3.754], [2.391, -1.283, -5.502], [3.508, -2.124, -3.187], [4.536, -2.954, -4.242], [3.684, -2.131, -1.794], [5.124, -2.857, -1.164], [2.320, 0.723, 4.223], [1.489, 1.372, 3.317], [2.375, 1.680, 2.030], [0.452, 0.542, 2.632], [0.963, 2.504, 3.816]], "atomic_forces_ev_per_a": [[-1.26, -0.27, -1.04], [-0.15, -0.61, -0.09], [-0.75, -0.76, 0.81], [-0.34, -0.19, -0.11], [-0.15, 1.23, -0.02], [0.75, 0.07, -0.47], [1.04, 1.18, -0.41], [-0.07, 0.35, 0.04], [-0.95, 0.69, 0.90], [1.33, -0.35, -0.49], [-0.28, -0.85, 0.03], [0.49, -0.59, -0.25], [-0.82, 0.03, 0.57], [0.25, -0.02, -1.06], [-0.53, 0.43, -2.64], [-0.10, 0.79, 1.09], [3.14, -2.56, 1.29], [-0.54, 0.46, -0.37], [-0.71, 1.24, 0.11], [-0.36, -0.02, 0.32], [-1.32, 0.85, 0.60], [0.87, -0.56, -0.17], [0.20, -0.57, 0.56], [0.18, -0.20, 0.20], [-0.99, 0.09, -1.08], [0.95, -0.52, -0.81], [-0.66, 0.02, 1.36], [0.96, 0.53, 1.38], [-0.17, 0.13, -0.25]], "total_charge": -1, "max_force_ev_per_a": 4.25, "total_energy_ha": -5180.9512, "homo_lumo_gap_ev": 6.99, "relative_energy_kcal_mol": 8.9, "lumo_energy_ev": 2.41}